Entry 1:
25
Properties=species:S:1:pos:R:3:forces:R:3 method="wB97M-V/def2-TZVPD" total_energy_ev=-11492.490 gap_ev=10.6 e_homo_ev=-13.319 charge=+1 e_lumo_ha=-0.101
C -0.201 -1.257 0.279 -0.1 0.5 1.4
N -1.375 -1.642 -0.451 -0.3 0.9 -0.7
C -0.213 0.225 0.720 -1.9 -0.8 -1.3
N -0.534 1.063 -0.531 3.1 -0.7 0.7
C 0.650 1.031 -1.514 -1.3 -0.3 0.2
C 0.501 2.144 -2.505 1.0 0.9 -0.1
H -0.132 -1.795 1.234 0.5 -0.2 -0.4
H 0.682 -1.365 -0.332 0.4 -0.6 0.1
H -2.055 -2.224 0.006 0.1 -0.1 0.2
H -1.160 -1.996 -1.362 -0.1 -0.4 -0.2
H -1.098 0.432 1.326 0.4 -0.2 0.5
H 0.730 0.500 1.180 0.0 0.4 -0.1
H -1.340 0.659 -1.003 -0.6 0.2 0.4
H -0.592 1.993 -0.146 -0.9 0.6 -0.6
H 0.606 0.047 -1.983 0.1 0.1 0.0
H 1.543 1.091 -0.912 0.2 0.1 0.1
H 0.453 3.123 -2.006 -0.5 -0.3 0.0
H 1.438 2.255 -3.054 -0.1 -0.4 -0.3
H -0.313 2.002 -3.211 -0.1 0.1 0.1
H -3.317 -1.082 4.088 -0.6 -0.6 -0.4
H -2.425 -0.175 4.768 0.6 0.3 0.3
O -2.380 -0.943 4.196 0.1 0.4 0.0
H 3.770 -2.074 0.750 0.6 0.6 -0.2
H 3.573 -0.611 0.077 1.6 0.9 -0.2
O 3.191 -1.401 0.386 -2.2 -1.4 0.4

Entry 2:
18
Properties=species:S:1:pos:R:3:forces:R:3 method="wB97M-V/def2-TZVPD" total_energy_ev=-19253.167 multiplicity=2 gap_ev="4.2 / 6.5" e_homo_ev="1.983 / -0.520" charge=-2 e_lumo_ha="0.227 / 0.220"
C 2.005 -0.911 0.652 0.0 0.1 0.1
O 1.656 -2.122 0.140 0.0 0.1 -0.1
C 0.845 -0.078 1.248 0.1 0.0 -0.2
C -0.234 0.354 0.259 0.0 0.2 -0.2
C -1.363 1.142 0.931 0.2 -0.2 0.1
S -2.489 2.068 -0.156 -0.2 -0.4 -0.1
H 2.507 -0.244 -0.096 0.0 -0.1 0.0
H 2.760 -1.004 1.481 0.0 0.0 0.0
H 0.385 -0.677 2.037 -0.1 -0.1 0.2
H 1.268 0.824 1.724 0.0 -0.1 0.0
H 0.202 0.986 -0.528 0.1 0.0 0.1
H -0.640 -0.516 -0.251 -0.1 -0.1 0.0
H -0.897 1.868 1.589 0.1 0.3 0.3
H -1.940 0.467 1.578 0.0 0.0 -0.1
H -3.413 0.431 -0.529 0.0 0.3 0.1
H 0.989 -1.846 -2.675 0.0 0.1 0.0
H 1.774 -2.113 -1.341 0.0 -0.1 0.3
O 1.862 -2.120 -2.382 0.0 0.0 -0.3

Entry 3:
68
Properties=species:S:1:pos:R:3:forces:R:3 method="wB97M-V/def2-TZVPD" total_energy_ev=-116620.314 multiplicity=2 gap_ev="6.4 / 6.1" e_homo_ev="-5.460 / -5.400" charge=-1 e_lumo_ha="0.035 / 0.027"
Ir -2.403 -0.700 0.810 3.0 0.2 -1.4
O -0.398 -1.659 0.987 -1.8 1.2 -0.9
C 0.448 -2.052 1.983 0.0 0.1 0.8
C 1.864 -1.805 1.502 0.0 0.3 -0.4
C 3.019 -1.668 2.207 -0.2 -0.1 -0.1
C 4.132 -1.434 1.370 0.2 0.0 -0.1
C 3.791 -1.403 0.057 -0.3 -0.1 -0.3
S 2.103 -1.673 -0.194 0.6 0.0 0.3
C 0.252 -1.271 3.258 0.1 0.1 0.0
C -0.283 -1.654 4.447 0.1 0.0 -0.1
C -0.299 -0.611 5.400 0.0 0.2 0.2
C 0.211 0.546 4.912 0.2 0.1 -0.4
S 0.711 0.396 3.274 -0.3 -0.3 0.5
C 0.397 -3.555 2.191 0.0 -0.2 0.4
C -0.100 -4.467 1.315 -0.2 0.3 0.2
C 0.174 -5.803 1.691 0.2 -0.2 0.0
C 0.904 -5.885 2.830 0.2 0.2 0.2
S 1.259 -4.328 3.483 -0.4 -0.3 -0.4
H 3.069 -1.726 3.278 0.0 0.0 0.3
H 5.136 -1.293 1.736 0.1 0.1 0.0
H 4.428 -1.213 -0.783 0.2 0.0 -0.2
H -0.661 -2.639 4.644 -0.1 -0.2 0.0
H -0.690 -0.725 6.395 0.0 0.0 0.2
H 0.332 1.485 5.413 -0.1 0.2 0.2
H -0.664 -4.180 0.446 0.0 0.1 -0.1
H -0.143 -6.658 1.119 -0.1 -0.2 0.0
H 1.251 -6.757 3.347 0.0 -0.3 0.1
O -5.176 -2.175 -1.722 -0.3 0.3 0.1
S -4.224 -1.654 -0.781 -0.7 -2.2 -1.8
O -4.685 -1.532 0.604 0.0 0.7 1.0
O -3.592 -0.388 -1.209 0.1 0.9 0.5
S -2.658 -2.958 -0.595 0.1 1.6 0.9
I -3.226 0.016 3.193 0.4 0.0 -0.5
N -1.401 1.083 0.347 -1.1 -2.7 1.1
P -0.698 1.616 -0.939 0.1 -0.1 -0.4
C -1.763 2.664 -1.992 0.3 -0.1 0.3
C -3.087 2.824 -1.615 0.1 -0.1 0.1
C -3.940 3.588 -2.392 -0.1 0.1 -0.1
C -3.463 4.197 -3.541 -0.1 0.0 0.0
C -2.139 4.037 -3.919 0.1 0.1 -0.1
C -1.286 3.264 -3.151 -0.1 0.1 0.1
C 0.003 0.433 -2.157 -0.2 0.2 0.3
C 1.195 0.620 -2.850 0.0 0.1 0.1
C 1.618 -0.346 -3.748 0.2 0.0 -0.1
C 0.872 -1.497 -3.951 0.0 0.0 0.0
C -0.322 -1.674 -3.274 0.1 -0.1 -0.1
C -0.754 -0.703 -2.393 -0.1 0.1 0.1
C 0.740 2.619 -0.447 -0.4 -0.1 0.0
C 1.801 1.896 0.086 0.0 0.0 -0.1
C 2.934 2.543 0.535 0.1 0.0 0.0
C 2.999 3.925 0.470 0.0 0.1 0.1
C 1.921 4.654 -0.007 0.1 0.2 0.0
C 0.787 4.005 -0.467 -0.1 -0.1 -0.1
H -3.429 2.331 -0.717 -0.1 -0.1 0.1
H -4.975 3.714 -2.109 -0.1 0.0 0.1
H -4.127 4.792 -4.150 -0.1 0.1 -0.1
H -1.774 4.516 -4.817 0.0 0.0 -0.1
H -0.254 3.126 -3.446 0.1 0.0 -0.1
H 1.799 1.502 -2.684 0.0 0.0 0.0
H 2.544 -0.211 -4.291 0.1 0.1 0.0
H 1.226 -2.259 -4.634 0.0 0.0 -0.1
H -0.910 -2.568 -3.421 -0.1 0.0 0.0
H -1.702 -0.804 -1.892 0.1 -0.2 -0.1
H 1.727 0.821 0.119 0.1 -0.1 0.1
H 3.764 1.971 0.924 0.0 -0.1 0.0
H 3.891 4.439 0.797 0.1 0.1 0.1
H 1.969 5.735 -0.024 0.0 0.0 0.0
H -0.052 4.568 -0.851 -0.1 0.1 0.0

Entry 4:
10
Properties=species:S:1:pos:R:3:forces:R:3 method="wB97M-V/def2-TZVPD" total_energy_ev=-76749.479 multiplicity=3 gap_ev="6.2 / 7.8" e_homo_ev="-5.603 / -10.520" e_lumo_ha="0.023 / -0.099"
C -0.021 0.288 0.110 -3.7 3.5 -2.6
C 0.852 0.071 1.125 2.8 -2.3 2.3
C -0.501 1.589 0.277 -0.1 -5.5 -3.8
N 0.054 2.117 1.335 0.1 4.5 3.0
O 0.895 1.253 1.888 2.2 -1.6 1.8
Br -0.119 -4.672 -0.449 -1.5 0.7 -0.3
H -0.306 -0.369 -0.658 -0.2 -0.7 -0.7
H 1.472 -0.840 1.303 -0.5 1.5 0.3
H -1.142 2.097 -0.381 -0.7 0.7 -0.4
H 1.109 -5.199 -0.172 1.5 -0.6 0.3

Entry 5:
71
Properties=species:S:1:pos:R:3:forces:R:3 method="wB97M-V/def2-TZVPD" total_energy_ev=-83753.543 gap_ev=9.0 e_homo_ev=-8.544 e_lumo_ha=0.015
Mg -0.818 -0.859 -0.121 2.4 1.6 -0.1
B -0.991 -2.470 -1.497 0.0 -1.1 -0.9
H -1.286 -1.455 -1.710 -1.5 3.2 -1.7
H -0.831 -2.549 -0.433 0.7 -1.5 3.3
H -1.779 -3.164 -1.747 -2.9 -2.5 -1.1
H -0.051 -2.630 -2.002 3.6 -0.9 -2.1
B -2.241 -1.162 1.198 -2.3 -0.2 1.8
H -3.036 -1.409 1.885 -2.8 -1.1 2.3
H -1.291 -1.583 1.489 3.1 -1.9 1.5
H -2.453 -1.366 0.160 -2.0 -1.4 -3.1
H -2.110 -0.092 1.204 0.2 4.0 0.5
C 3.510 -4.037 1.927 -1.1 0.0 -0.7
C 3.424 -3.143 3.184 -1.3 0.2 0.5
C 2.193 -2.183 3.030 0.9 -0.4 -1.1
S 2.376 -1.640 1.284 0.1 0.4 0.1
O 3.077 -0.350 1.155 -0.6 -1.7 0.3
O 1.101 -1.795 0.611 0.9 -0.4 0.5
C 3.477 -3.066 0.740 0.7 1.5 -0.1
H 2.650 -4.682 1.744 -0.6 0.2 0.7
H 4.277 -4.812 1.947 0.7 0.7 -0.1
H 4.350 -2.587 3.332 0.0 0.0 -0.1
H 3.180 -3.677 4.102 0.5 -0.4 -0.1
H 2.052 -1.342 3.709 0.6 0.1 -0.2
H 1.263 -2.748 3.093 0.0 -0.1 -0.4
H 4.441 -2.615 0.505 0.3 0.3 0.6
H 3.166 -3.321 -0.273 -0.8 -0.7 0.4
C 3.002 -0.599 -3.916 0.4 0.0 0.3
C 1.673 -0.108 -4.488 -0.6 0.9 0.0
C 1.213 1.124 -3.656 1.1 -1.1 1.4
S 1.718 0.613 -1.869 -0.9 -0.3 -0.3
O 0.611 -0.070 -1.223 1.7 0.5 -2.0
O 2.223 1.708 -1.083 0.7 0.3 -0.7
C 3.024 -0.665 -2.378 -1.4 1.3 0.1
H 3.737 0.136 -4.244 0.3 -0.1 0.1
H 3.242 -1.552 -4.386 0.2 0.0 0.2
H 0.952 -0.917 -4.603 -0.2 0.2 0.4
H 1.904 0.265 -5.486 -0.2 -0.1 -0.2
H 0.181 1.469 -3.600 0.0 -0.5 -0.1
H 1.854 1.969 -3.906 0.0 0.1 0.2
H 2.638 -1.579 -1.928 0.1 -0.1 -0.2
H 3.932 -0.313 -1.890 0.0 -0.2 -0.2
C 0.862 3.913 2.949 -1.6 -0.7 0.3
C -0.728 3.802 2.722 1.0 -0.2 -0.1
C -1.142 2.338 2.954 1.8 0.1 -0.6
S 0.317 1.356 2.404 0.0 -0.3 -1.4
O 0.030 0.657 1.125 1.1 2.0 2.7
O 0.808 0.618 3.558 -0.2 0.1 -0.6
C 1.441 2.794 2.109 -0.4 -0.4 -0.8
H 1.096 3.679 3.987 0.0 0.4 0.2
H 1.260 4.881 2.646 -0.1 0.0 0.2
H -0.875 4.128 1.693 -0.4 -0.1 0.0
H -1.375 4.372 3.389 0.5 0.5 -0.1
H -1.986 1.962 2.376 -0.1 0.0 0.5
H -1.108 2.180 4.032 -0.7 -0.4 -0.1
H 1.368 3.013 1.044 -0.2 -0.1 -0.1
H 2.486 2.537 2.283 -0.2 -0.3 0.3
C -5.099 0.258 -1.442 0.0 -1.4 -0.9
C -4.855 1.004 -0.157 1.9 -0.2 0.5
C -3.900 2.184 -0.475 -0.6 0.6 0.7
S -2.731 1.611 -1.743 -1.6 -2.3 -0.2
O -1.779 0.670 -1.111 -1.6 3.2 -1.5
O -2.354 2.626 -2.725 0.6 -0.6 1.4
C -4.080 0.610 -2.550 0.4 1.8 0.8
H -6.138 0.450 -1.710 0.2 -0.2 -0.8
H -4.980 -0.802 -1.218 -0.3 -0.1 -0.1
H -4.337 0.275 0.465 0.1 0.4 0.5
H -5.794 1.254 0.338 0.3 0.5 -0.1
H -3.375 2.617 0.377 0.2 -0.3 0.0
H -4.513 2.989 -0.882 0.3 0.2 -0.5
H -3.550 -0.125 -3.156 -0.5 -0.3 0.2
H -4.523 1.409 -3.144 0.1 -0.3 -0.5

Entry 6:
96
Properties=species:S:1:pos:R:3:forces:R:3 method="wB97M-V/def2-TZVPD" total_energy_ev=-292164.279 multiplicity=2 gap_ev="6.2 / 5.9" e_homo_ev="-8.953 / -9.045" charge=+1 e_lumo_ha="-0.100 / -0.115"
Re -0.470 -0.168 0.998 -0.5 -0.4 -0.6
C 2.298 -1.457 4.042 0.0 0.0 -0.2
C 3.078 -2.412 3.147 0.0 0.0 0.0
C 2.350 -3.757 3.123 0.0 0.0 0.0
C 4.495 -2.551 3.704 0.0 0.0 0.0
N 3.207 -1.965 1.713 0.0 0.0 -0.1
C 3.913 -2.767 0.830 0.0 0.0 0.0
C 3.875 -2.176 -0.376 0.0 0.0 0.0
N 3.141 -1.016 -0.258 -0.1 -0.1 -0.1
B 2.784 -0.247 -1.571 0.1 0.2 0.2
N 1.657 -0.940 -2.367 0.1 0.0 0.0
C 1.703 -0.936 -3.743 0.0 0.1 0.0
C 0.640 -1.623 -4.199 0.0 -0.1 0.0
N -0.067 -2.070 -3.095 0.0 0.1 0.0
C 0.574 -1.640 -1.980 -0.1 -0.1 -0.1
S 0.160 -2.074 -0.349 -0.1 0.2 0.0
C -1.311 -2.913 -3.177 0.0 0.0 -0.1
C -2.476 -2.192 -2.499 0.0 0.0 0.0
C -1.665 -3.113 -4.650 0.0 0.0 0.0
C -1.037 -4.284 -2.559 0.0 0.0 0.0
N 2.562 1.279 -1.257 -0.1 0.1 -0.3
C 3.563 1.905 -0.565 -0.1 -0.1 0.0
C 3.229 3.201 -0.422 0.0 0.1 0.0
N 2.023 3.394 -1.052 0.0 0.1 -0.1
C 1.620 2.201 -1.564 0.1 -0.3 0.1
S 0.204 1.872 -2.515 0.4 0.1 0.0
C 1.325 4.730 -0.991 0.0 0.0 0.1
C 0.414 4.986 -2.189 0.0 0.0 0.0
C 0.527 4.737 0.311 -0.1 0.0 0.0
C 2.395 5.825 -0.974 0.0 0.0 0.0
C 2.724 -0.910 1.022 0.0 -0.1 0.0
S 1.745 0.422 1.576 0.2 0.4 0.1
H 2.294 -1.896 5.041 0.0 0.0 0.0
H 1.267 -1.346 3.718 0.2 0.0 0.0
H 2.771 -0.478 4.106 0.0 0.0 0.0
H 2.209 -4.103 4.147 0.0 0.0 0.0
H 2.912 -4.523 2.588 0.0 0.0 0.0
H 1.370 -3.640 2.657 0.0 0.0 0.0
H 4.437 -2.907 4.733 0.0 0.0 0.0
H 5.003 -1.586 3.704 0.0 0.0 0.0
H 5.100 -3.263 3.143 0.0 0.0 0.0
H 4.394 -3.675 1.140 0.0 0.0 0.0
H 4.311 -2.472 -1.315 0.0 0.0 0.0
H 3.761 -0.294 -2.271 0.0 -0.1 0.0
H 2.489 -0.435 -4.279 0.0 0.0 0.0
H 0.344 -1.839 -5.206 0.0 0.0 0.0
H -2.631 -1.209 -2.946 0.0 0.0 0.0
H -2.315 -2.072 -1.430 0.0 0.0 0.0
H -3.383 -2.779 -2.649 0.0 0.0 0.0
H -1.888 -2.169 -5.149 0.0 0.0 0.0
H -2.560 -3.730 -4.696 0.0 0.0 0.0
H -0.879 -3.637 -5.195 0.0 0.0 0.0
H -0.870 -4.220 -1.487 0.0 0.0 0.0
H -0.164 -4.743 -3.028 0.0 0.0 0.0
H -1.897 -4.930 -2.738 0.0 0.0 0.0
H 4.428 1.372 -0.213 0.0 0.0 0.0
H 3.755 3.991 0.075 0.0 0.0 0.0
H 0.924 4.790 -3.132 0.0 0.0 0.0
H -0.499 4.401 -2.153 0.0 0.0 0.0
H 0.134 6.039 -2.167 0.0 0.0 0.0
H -0.163 3.892 0.335 0.0 0.0 0.0
H -0.053 5.658 0.384 0.0 0.0 0.0
H 1.190 4.671 1.176 0.0 0.0 0.0
H 3.073 5.729 -1.822 0.0 0.0 0.0
H 2.973 5.838 -0.051 0.0 0.0 0.0
H 1.895 6.789 -1.046 0.0 0.0 0.0
Br -1.167 1.607 2.820 -0.2 0.2 -0.1
C -0.429 1.232 4.584 0.0 -0.1 0.0
Br -0.865 -0.506 5.250 -0.2 0.2 0.1
H -0.879 1.973 5.232 0.0 0.0 0.0
H 0.646 1.343 4.508 0.0 -0.1 0.0
Se -1.342 0.994 -0.919 0.0 0.0 0.4
C -2.499 2.573 -1.006 0.1 -0.2 -0.1
C -3.000 3.294 0.058 0.0 0.0 0.1
C -3.843 4.370 -0.210 0.0 0.0 0.0
N -4.210 4.741 -1.429 0.0 0.0 -0.1
C -3.754 4.009 -2.446 0.0 0.1 0.1
C -2.912 2.921 -2.286 0.1 0.0 0.0
H -2.782 3.054 1.085 0.1 -0.1 0.1
H -4.239 4.957 0.612 0.0 0.0 0.0
H -4.080 4.304 -3.437 0.0 0.0 0.0
H -2.587 2.366 -3.157 0.0 0.0 0.0
C -5.905 -1.728 1.716 0.0 0.0 0.0
N -4.460 -1.876 1.878 0.0 0.0 0.0
C -3.938 -2.842 2.681 -0.1 0.0 0.0
C -2.611 -2.985 2.902 0.1 0.0 0.0
C -1.774 -2.044 2.240 -0.3 0.2 -0.2
O -0.514 -1.910 2.339 0.1 -0.1 0.2
N -2.311 -1.116 1.416 0.2 -0.1 0.3
C -3.651 -0.936 1.228 0.1 0.0 -0.1
O -4.134 -0.047 0.551 0.1 -0.1 0.0
H -6.389 -2.659 2.002 0.0 0.0 0.0
H -6.125 -1.501 0.677 0.0 0.0 0.0
H -6.279 -0.913 2.334 0.0 0.0 0.0
H -4.667 -3.493 3.144 0.0 0.0 0.0
H -2.212 -3.748 3.550 0.0 0.0 0.0